[1]
A molecular structure, C3H4CuO2 at a distorted geometry. Source: the OMol25 dataset; level of theory: ωB97M-V with the def2-TZVPD basis set.

Properties
Largest force on an atom   6.0 eV Å⁻¹
Net charge   +2
LUMO energy (alpha / beta)   -11.3839 / -13.1511 eV
Gap between HOMO and LUMO (alpha / beta)   0.319 / 0.251 Ha
2S+1   2

Atoms and positions in Å:
Cu: 1.25643 3.16062 0.35666
O: 0.53460 1.62923 0.12876
O: -1.83530 -0.42090 0.00959
C: 0.43714 0.50043 0.62356
C: -0.57591 -0.74024 0.25793
C: 0.31509 -0.95684 -0.78181
H: 1.28188 -1.38483 -0.49486
H: 0.99002 0.26449 1.54778
H: 0.01042 -0.87551 -1.82734
H: -2.41436 -1.17646 0.17973

=====

[2]
A molecular structure, C3H4ErLiO3 at a distorted geometry. Source: the OMol25 dataset; level of theory: ωB97M-V with the def2-TZVPD basis set.

Properties
Largest force on an atom   7.0 eV Å⁻¹
Net charge   +2
LUMO energy (alpha / beta)   -9.3634 / -9.2590 eV
Gap between HOMO and LUMO (alpha / beta)   0.263 / 0.267 Ha
Energy above the lowest of the compared OMol25 structures with the same formula, charge and spin   0.0 kcal per mole
2S+1   4

Atoms and positions in Å:
Er: -0.40834 1.82736 -0.07955
O: -1.86643 0.29946 0.31501
O: 3.39312 0.31507 0.40642
O: 1.91600 2.00724 0.62019
C: 2.92949 1.37845 0.65339
C: -1.15913 -0.87410 -0.12244
C: 0.24406 -0.51125 -0.62309
Li: -3.53044 0.28548 0.89442
H: -1.74484 -1.36483 -0.92064
H: -1.10604 -1.57630 0.72935
H: 0.95241 -1.20912 -0.16065
H: 0.38014 -0.57745 -1.71241

=====

[3]
A single C3H4F2 molecule at a distorted geometry. Source: the OMol25 dataset; level of theory: ωB97M-V with the def2-TZVPD basis set.

Properties
Largest force on an atom   5.2 eV Å⁻¹
LUMO energy   0.9739 eV
SMILES   FC1(F)CC1
Gap between HOMO and LUMO   0.450 Ha
Energy above the lowest of the compared OMol25 structures with the same formula, charge and spin   36.6 kcal per mole

Atoms and positions in Å:
F: -2.25131 -1.22008 -0.08200
F: -2.38084 1.08415 0.09695
C: -1.42404 -0.20184 0.02949
C: -0.19875 0.07827 0.75988
C: -0.16928 -0.08189 -0.76764
H: -0.00896 1.05980 1.13692
H: 0.13802 0.62858 -1.46191
H: 0.21518 -0.91879 -1.33608
H: 0.21196 -0.71227 1.35846

=====

[4]
A single C3H4F2 molecule at a distorted geometry. Source: the OMol25 dataset; level of theory: ωB97M-V with the def2-TZVPD basis set.

Properties
Largest force on an atom   5.9 eV Å⁻¹
LUMO energy   1.1201 eV
SMILES   C=CC(F)F
Gap between HOMO and LUMO   0.437 Ha
Energy above the lowest of the compared OMol25 structures with the same formula, charge and spin   16.5 kcal per mole

Atoms and positions in Å:
F: -2.05843 -0.74746 -0.15194
F: -1.42429 1.25592 -0.40039
C: 1.36291 0.21382 -0.07266
C: 0.32647 -0.53577 -0.30642
C: -1.09840 0.10141 0.28941
H: -1.07863 0.29203 1.31605
H: 1.34780 1.20701 0.36851
H: 0.28079 -1.57581 -0.75164
H: 2.34179 -0.21115 -0.29091

=====

[5]
A single C3H4F2 molecule at a distorted geometry. Source: the OMol25 dataset; level of theory: ωB97M-V with the def2-TZVPD basis set.

Properties
Largest force on an atom   2.2 eV Å⁻¹
LUMO energy   1.0815 eV
SMILES   F[C@@H]1C[C@@H]1F
Gap between HOMO and LUMO   0.425 Ha
Energy above the lowest of the compared OMol25 structures with the same formula, charge and spin   23.1 kcal per mole

Atoms and positions in Å:
F: -0.07440 -0.10877 -1.87017
F: -1.88624 -0.40699 -0.05289
C: 0.30344 0.40410 -0.70027
C: -0.71994 0.23279 0.38477
C: 0.54786 -0.61204 0.44354
H: 0.89334 1.32404 -0.71597
H: 0.47987 -1.65428 0.26218
H: 1.31692 -0.28173 1.13144
H: -0.86085 1.10288 1.11736

=====

[6]
2 unconnected molecules or ions with the total composition C3H4F2N2 at a distorted geometry. Source: the OMol25 dataset; level of theory: ωB97M-V with the def2-TZVPD basis set.

Properties
Largest force on an atom   2.5 eV Å⁻¹
LUMO energy (alpha / beta)   0.1561 / -0.7415 eV
Gap between HOMO and LUMO (alpha / beta)   0.375 / 0.238 Ha
Energy above the lowest of the compared OMol25 structures with the same formula, charge and spin   83.8 kcal per mole

Atoms and positions in Å:
F: 1.41012 0.14766 0.33227
F: 3.42324 -0.57128 -0.08635
N: -1.74461 -2.58422 0.75592
N: -1.07747 0.57899 0.19201
C: 2.10839 -0.69274 -0.44815
C: -1.25497 -0.49934 -0.57927
C: -1.78575 -1.64349 0.03833
H: 1.65649 -1.69103 -0.30724
H: -0.42111 1.31970 -0.14948
H: -1.43265 0.39549 1.16687
H: -0.91514 -0.43625 -1.65238

=====

[7]
A single C3H4F3N molecule at a distorted geometry. Source: the OMol25 dataset; level of theory: ωB97M-V with the def2-TZVPD basis set.

Properties
Largest force on an atom   6.6 eV Å⁻¹
LUMO energy   0.6837 eV
SMILES   N/C=C/C(F)(F)F
Gap between HOMO and LUMO   0.388 Ha
Energy above the lowest of the compared OMol25 structures with the same formula, charge and spin   35.3 kcal per mole

Atoms and positions in Å:
F: 3.60091 1.09240 -0.43870
F: 2.50903 2.97487 -0.34260
F: 2.04157 1.69203 -1.89247
N: -0.85878 -0.97690 -0.06121
C: 0.39012 0.00788 -0.25538
C: 1.40911 0.86183 0.28395
C: 2.36220 1.61490 -0.60167
H: -1.10371 -1.22315 0.88843
H: 0.40723 0.19727 -1.28779
H: 1.48082 0.91544 1.28201
H: -1.67082 -0.52078 -0.42782

=====

[8]
2 unconnected molecules or ions with the total composition C3H4F3N3 at a distorted geometry. Source: the OMol25 dataset; level of theory: ωB97M-V with the def2-TZVPD basis set.

Properties
Largest force on an atom   3.8 eV Å⁻¹
LUMO energy (alpha / beta)   -1.5096 / -0.4666 eV
Gap between HOMO and LUMO (alpha / beta)   0.288 / 0.340 Ha
Energy above the lowest of the compared OMol25 structures with the same formula, charge and spin   108.9 kcal per mole

Atoms and positions in Å:
F: 3.32464 1.23189 -0.37907
F: 4.45945 -0.06302 0.96746
F: 4.20651 -0.52436 -1.18438
N: 0.26785 -1.88867 -0.31716
N: 1.62098 -0.74738 0.88242
N: 1.37106 -1.83892 0.22760
C: -0.39123 -0.59752 -0.29745
C: 3.69676 -0.06735 -0.10878
C: 0.60627 0.27818 0.61430
H: -1.33621 -0.84221 0.10055
H: -0.11713 0.35546 1.49093
H: -0.58901 -0.28507 -1.39036
H: 0.94352 1.28547 0.19540

=====

[9]
2 unconnected molecules or ions with the total composition C3H4F3NO at a distorted geometry. Source: the OMol25 dataset; level of theory: ωB97M-V with the def2-TZVPD basis set.

Properties
Largest force on an atom   2.4 eV Å⁻¹
LUMO energy (alpha / beta)   0.0647 / -2.6016 eV
Gap between HOMO and LUMO (alpha / beta)   0.372 / 0.263 Ha
Energy above the lowest of the compared OMol25 structures with the same formula, charge and spin   67.0 kcal per mole
2S+1   3

Atoms and positions in Å:
F: 2.36830 0.41078 0.90570
F: 2.26197 -1.61364 -0.01079
F: 2.35913 0.12804 -1.18993
O: 0.28385 1.73089 0.03528
N: -0.31138 0.61422 -0.01405
C: -1.78913 0.65063 0.13328
C: 0.37050 -0.47151 0.02538
C: 1.83883 -0.34460 -0.02537
H: -2.15934 0.37613 1.12814
H: -0.71047 -3.13493 -0.34655
H: -2.25163 1.67255 0.02396
H: -2.26062 -0.01855 -0.66506

=====

[10]
2 unconnected molecules or ions with the total composition C3H4FIO at a distorted geometry. Source: the OMol25 dataset; level of theory: ωB97M-V with the def2-TZVPD basis set.

Properties
Largest force on an atom   2.8 eV Å⁻¹
LUMO energy (alpha / beta)   0.2446 / -0.1862 eV
Gap between HOMO and LUMO (alpha / beta)   0.307 / 0.284 Ha
Energy above the lowest of the compared OMol25 structures with the same formula, charge and spin   84.0 kcal per mole

Atoms and positions in Å:
I: -4.32777 0.12610 -0.46334
F: -2.55238 -1.02634 1.67718
O: 0.11136 -0.34166 1.07088
C: 0.90610 0.13421 -1.14297
C: -2.82512 -1.01515 0.36505
C: -0.19233 -0.25489 -0.06327
H: -2.44263 -1.89764 -0.06382
H: 1.79897 -0.47388 -0.94459
H: 0.51301 -0.20925 -2.10692
H: 1.00351 1.18161 -0.99407

=====

[11]
A molecular structure, C3H4FLaO3 at a distorted geometry. Source: the OMol25 dataset; level of theory: ωB97M-V with the def2-TZVPD basis set.

Properties
Largest force on an atom   1.7 eV Å⁻¹
LUMO energy (alpha / beta)   -1.6805 / -1.6729 eV
Gap between HOMO and LUMO (alpha / beta)   0.196 / 0.196 Ha
Energy above the lowest of the compared OMol25 structures with the same formula, charge and spin   0.0 kcal per mole

Atoms and positions in Å:
La: -4.08254 0.51170 2.50192
F: -0.00944 1.14816 1.50564
O: 0.79696 0.76201 -0.79697
O: 2.36789 -0.16676 -1.96438
O: 2.01333 -0.90685 0.12484
C: -1.41130 -0.48976 0.53190
C: -0.59769 0.65982 0.35026
C: 1.74653 -0.11450 -0.76516
H: 3.10331 -0.78802 -1.90103
H: -0.91346 -1.33979 1.01436
H: -1.94642 -0.75265 -0.39127
H: -1.06717 1.47663 -0.21012

=====

[12]
2 unconnected molecules or ions with the total composition C3H4FN at a distorted geometry. Source: the OMol25 dataset; level of theory: ωB97M-V with the def2-TZVPD basis set.

Properties
Largest force on an atom   6.1 eV Å⁻¹
LUMO energy   1.0000 eV
SMILES   C=CF.C#N
Gap between HOMO and LUMO   0.423 Ha
Energy above the lowest of the compared OMol25 structures with the same formula, charge and spin   32.7 kcal per mole

Atoms and positions in Å:
F: -1.24417 -1.04317 -0.10951
N: 0.97609 1.67977 -2.47345
C: 0.18746 0.90125 -2.08623
C: -0.44894 -0.99545 0.98345
C: 0.24179 0.12294 1.23977
H: -0.73824 -1.79758 1.56071
H: 0.15906 0.88083 0.46949
H: -0.12625 0.08138 -1.58593
H: 0.99321 0.17005 2.00171

=====

[13]
A molecular structure, C3H4FN2O2 at a distorted geometry. Source: the OMol25 dataset; level of theory: ωB97M-V with the def2-TZVPD basis set.

Properties
Largest force on an atom   8.8 eV Å⁻¹
Net charge   -1
LUMO energy (alpha / beta)   3.3637 / 3.3639 eV
Gap between HOMO and LUMO (alpha / beta)   0.260 / 0.260 Ha
Energy above the lowest of the compared OMol25 structures with the same formula, charge and spin   127.2 kcal per mole

Atoms and positions in Å:
F: -0.05968 -2.33396 -0.76359
O: -0.46445 1.02828 -2.33159
O: -2.38235 1.06522 -1.39962
N: -1.15239 1.02361 -1.29140
N: 1.06208 1.49525 2.60478
C: 0.72755 1.03188 1.59620
C: -0.12978 -1.11542 0.42016
C: 0.42532 0.29603 0.37613
H: 1.40563 -0.55700 0.38424
H: 0.50853 -1.59723 1.18811
H: -1.05369 -0.93378 -0.16129
H: 1.11323 0.59714 -0.62213

=====

[14]
A single C3H4FN3 molecule at a distorted geometry. Source: the OMol25 dataset; level of theory: ωB97M-V with the def2-TZVPD basis set.

Properties
Largest force on an atom   5.2 eV Å⁻¹
LUMO energy (alpha / beta)   -0.9177 / -0.4164 eV
Gap between HOMO and LUMO (alpha / beta)   0.254 / 0.273 Ha
Energy above the lowest of the compared OMol25 structures with the same formula, charge and spin   127.6 kcal per mole

Atoms and positions in Å:
F: 1.43387 2.79222 0.83783
N: -0.31019 -0.72923 0.53164
N: -0.23233 -0.00483 -0.48174
N: 0.82863 0.78523 1.82303
C: 0.16895 -0.32429 1.73840
C: 1.03974 1.62408 0.93379
C: -0.66125 -0.65378 -1.72454
H: 0.10945 -0.92583 2.57689
H: -1.32489 -1.54693 -1.53425
H: -1.15131 0.05627 -2.40914
H: 0.09934 -1.07291 -2.29190

=====

[15]
A single C3H4FNO molecule at a distorted geometry. Source: the OMol25 dataset; level of theory: ωB97M-V with the def2-TZVPD basis set.

Properties
Largest force on an atom   4.1 eV Å⁻¹
LUMO energy   0.6664 eV
SMILES   N#CC[C@@H](O)F
Gap between HOMO and LUMO   0.437 Ha
Energy above the lowest of the compared OMol25 structures with the same formula, charge and spin   18.7 kcal per mole

Atoms and positions in Å:
F: 1.06178 -0.78195 -1.27126
O: 0.91894 -0.95181 1.04652
N: -2.31793 -0.78567 -0.55721
C: 0.97074 -0.11824 0.02780
C: -1.49034 -0.07691 -0.20883
C: -0.38210 0.84913 0.00649
H: -0.48170 1.46974 0.92256
H: 0.11388 -1.62768 0.87424
H: -0.25804 1.38498 -0.94556
H: 1.86478 0.63841 0.10526

=====

[16]
A single C3H4FNO molecule at a distorted geometry. Source: the OMol25 dataset; level of theory: ωB97M-V with the def2-TZVPD basis set.

Properties
Largest force on an atom   6.1 eV Å⁻¹
LUMO energy   1.0389 eV
SMILES   N[C@]1(F)C=CO1
Gap between HOMO and LUMO   0.374 Ha
Energy above the lowest of the compared OMol25 structures with the same formula, charge and spin   61.1 kcal per mole

Atoms and positions in Å:
F: -0.41521 -1.64475 -0.57495
O: -1.31816 0.51117 0.07295
N: 0.29763 -0.71202 1.39852
C: 0.59015 0.70514 -0.82222
C: -0.23806 -0.51211 0.06462
C: -0.61293 1.31477 -0.80418
H: -0.91580 2.12870 -1.28528
H: 1.51816 0.73441 -1.26762
H: 1.27677 -1.08546 1.22709
H: -0.18255 -1.43986 1.99108

=====

[17]
A single C3H4FNO2 molecule at a distorted geometry. Source: the OMol25 dataset; level of theory: ωB97M-V with the def2-TZVPD basis set.

Properties
Largest force on an atom   3.2 eV Å⁻¹
LUMO energy   0.5140 eV
SMILES   NC(=O)/C(F)=C/O
Gap between HOMO and LUMO   0.355 Ha
Energy above the lowest of the compared OMol25 structures with the same formula, charge and spin   19.7 kcal per mole

Atoms and positions in Å:
F: -0.61416 1.58731 -0.09431
O: -2.64555 -0.24880 -0.03809
O: 1.36436 -1.38243 -0.00637
N: 2.02746 0.83109 -0.07249
C: 1.09601 -0.18867 0.06312
C: -1.38265 -0.60740 0.00887
C: -0.35162 0.24316 -0.01710
H: -3.39042 -0.84135 -0.15261
H: -0.91433 -1.62226 -0.04537
H: 2.92592 0.49829 0.12087
H: 1.88497 1.73106 0.23348

=====

[18]
A single C3H4FNO2S molecule at a distorted geometry. Source: the OMol25 dataset; level of theory: ωB97M-V with the def2-TZVPD basis set.

Properties
Largest force on an atom   1.0 eV Å⁻¹
LUMO energy   0.2520 eV
SMILES   O=CS/C(CF)=N\O
Gap between HOMO and LUMO   0.388 Ha
Energy above the lowest of the compared OMol25 structures with the same formula, charge and spin   37.0 kcal per mole

Atoms and positions in Å:
S: -1.21799 -0.05512 -0.83662
F: -0.02509 -2.30710 0.93994
O: 1.22764 0.32761 -1.83570
O: -1.03283 2.06684 1.23023
N: -0.26393 0.99914 1.48496
C: 0.05994 0.15976 -2.05624
C: 0.68884 -1.12164 0.95877
C: -0.22385 0.02873 0.64944
H: 1.13602 -0.97038 1.95641
H: 1.46152 -1.17429 0.21467
H: -0.36182 0.10376 -3.06369
H: -1.44845 1.94269 0.35783

=====

[19]
2 unconnected molecules or ions with the total composition C3H4FNOS at a distorted geometry. Source: the OMol25 dataset; level of theory: ωB97M-V with the def2-TZVPD basis set.

Properties
Largest force on an atom   2.5 eV Å⁻¹
LUMO energy   0.6102 eV
SMILES   F/C=C/S.N=C=O
Gap between HOMO and LUMO   0.340 Ha
Energy above the lowest of the compared OMol25 structures with the same formula, charge and spin   33.0 kcal per mole

Atoms and positions in Å:
S: -1.49021 1.32492 1.63177
F: -0.84777 -1.98072 -0.35503
O: 0.97839 -0.07417 -2.58172
N: 2.13441 0.66997 -0.66208
C: -1.72409 0.06120 0.50439
C: -0.82506 -0.93272 0.53594
C: 1.56928 0.18559 -1.61754
H: -2.63332 0.13138 -0.20227
H: -0.12849 1.13380 1.67739
H: 2.91846 0.36687 -0.20319
H: 0.04840 -0.88612 1.27236

=====

[20]
2 unconnected molecules or ions with the total composition C3H4FNOS at a distorted geometry. Source: the OMol25 dataset; level of theory: ωB97M-V with the def2-TZVPD basis set.

Properties
Largest force on an atom   5.4 eV Å⁻¹
LUMO energy (alpha / beta)   -0.6279 / -0.6273 eV
Gap between HOMO and LUMO (alpha / beta)   0.284 / 0.284 Ha
Energy above the lowest of the compared OMol25 structures with the same formula, charge and spin   70.1 kcal per mole

Atoms and positions in Å:
S: -2.63028 0.17001 -0.66868
F: 0.12058 1.56188 1.05825
O: 1.05166 -1.12374 -0.93380
N: 0.56541 -1.20313 1.32105
C: 0.46148 0.84929 0.00261
C: -1.29925 0.82150 -1.19553
C: 0.72186 -0.56073 0.13114
H: 0.39075 -0.64834 2.07378
H: 0.83222 1.35345 -0.76064
H: 0.86048 -2.15012 1.22732
H: -1.07492 0.92992 -2.25549